# 1
Formula: C36H32F9MgN7O4PS
Source: the Open Molecules 2025 dataset
Level of theory: ωB97M-V/def2-TZVPD

Values from the calculation:
- ΔE to the lowest compared entry with this formula, charge and spin (eV) = 0.4161
- E (Eh) = -3914.12063

```
! RIJCOSX wB97M-V def2-TZVPD def2/J DEFGRID3
* xyz -1 1
Mg 1.75522 0.87280 -0.63277
C 6.51746 -1.40845 -0.42192
C 6.22365 -1.32729 -1.91585
N 4.84548 -1.66582 -2.21730
C 3.85245 -0.73621 -2.20687
S 2.23011 -1.32715 -2.05728
N 4.21667 0.52868 -2.37258
N 3.15067 1.33885 -2.20883
C 3.05213 2.47241 -2.79050
C 4.09736 3.07099 -3.67715
C 1.73239 3.11817 -2.61317
C 1.41880 4.34229 -3.19275
C 0.12213 4.82159 -3.08805
C -0.82682 4.07315 -2.41535
C -0.42719 2.87675 -1.83449
N 0.81108 2.41589 -1.92998
H 7.53201 -1.06631 -0.20468
H 6.42290 -2.43414 -0.05879
H 5.80676 -0.78896 0.12742
H 6.88195 -1.99335 -2.48018
H 6.39145 -0.31519 -2.27704
H 4.52095 -2.58360 -1.95562
H 4.92664 2.37378 -3.76365
H 4.46638 4.01103 -3.25848
H 3.70060 3.28274 -4.67269
H 2.17679 4.90439 -3.71928
H -0.14180 5.77274 -3.53387
H -1.85064 4.40646 -2.31879
H -1.10630 2.26867 -1.25178
N -0.57029 3.18340 1.13508
N -0.27750 2.23096 2.12646
C 0.27737 0.99377 1.79947
O 0.78322 0.35695 2.72714
O 0.17676 0.58803 0.57763
H 0.21005 3.83376 1.03084
H -1.39360 3.69881 1.42630
H 0.07644 2.57499 3.00948
O 3.33951 0.16945 0.72353
C 3.36276 1.27807 1.26873
C 4.05342 1.62839 2.56708
C 3.78335 3.12497 2.68182
C 2.79489 3.40449 1.54346
O 2.20666 4.46714 1.40449
N 2.67454 2.31283 0.74123
H 5.10473 1.34402 2.53605
H 3.56091 1.04750 3.34825
H 4.67337 3.73357 2.51221
H 3.34799 3.43563 3.63027
F -7.50961 -4.63710 -1.87582
C -7.54982 -3.28923 -1.91808
F -8.54192 -2.91642 -1.08039
F -7.94436 -2.95074 -3.15837
C -6.23627 -2.67706 -1.53728
C -5.64957 -3.05592 -0.33118
C -4.44659 -2.49590 0.04850
C -3.80840 -1.55002 -0.75947
C -4.40816 -1.18913 -1.95776
C -5.62052 -1.74663 -2.35282
P -2.20056 -0.73298 -0.31085
C -1.19014 -2.24989 -0.04762
C -0.14975 -2.31671 0.88062
C 0.66994 -3.43427 0.93969
C 0.46198 -4.49538 0.07618
C -0.56484 -4.44376 -0.85663
C -1.38179 -3.33002 -0.91355
C 1.33887 -5.70816 0.10724
F 2.26890 -5.66134 1.07586
F 1.99321 -5.90088 -1.05572
F 0.62030 -6.83941 0.31749
C -2.70894 -0.19614 1.36995
C -3.36228 1.03401 1.42144
C -3.85787 1.53067 2.61316
C -3.67250 0.80682 3.78259
C -2.99970 -0.40496 3.75454
C -2.52678 -0.90531 2.55158
C -4.23918 1.31359 5.07244
F -4.33252 2.65719 5.10217
F -3.50763 0.94607 6.13951
F -5.49072 0.84429 5.29338
H -6.13658 -3.78847 0.30003
H -3.98899 -2.79490 0.98355
H -3.91877 -0.46417 -2.59731
H -6.07601 -1.45864 -3.28988
H 0.05927 -1.48533 1.53776
H 1.48591 -3.45624 1.64829
H -0.72085 -5.26803 -1.54088
H -2.17488 -3.30145 -1.65128
H -3.47059 1.61688 0.51386
H -4.36486 2.48598 2.63921
H -2.83262 -0.95419 4.67127
H -1.99770 -1.84837 2.54735
*
```

=====

# 2
Formula: C24H44B3CaF12N8
Source: the Open Molecules 2025 dataset
Level of theory: ωB97M-V/def2-TZVPD

Values from the calculation:
- E (Eh) = -3329.56853

```
! RIJCOSX wB97M-V def2-TZVPD def2/J DEFGRID3
* xyz 3 1
Ca -14.30319 13.36090 -10.46909
C -7.41851 15.60914 -7.11134
C -6.32146 15.61514 -8.17623
N -6.37333 14.41355 -9.01269
C -5.40810 13.44694 -9.08662
C -5.85207 12.48432 -9.92614
N -7.03610 12.94836 -10.45077
C -7.35884 14.08430 -9.84652
C -7.87972 12.22889 -11.40037
H -7.35761 16.51403 -6.51277
H -7.28004 14.75843 -6.44311
H -8.39763 15.53130 -7.58675
H -5.35701 15.58451 -7.67202
H -6.36360 16.53467 -8.75552
H -4.47313 13.48484 -8.55388
H -5.38807 11.56301 -10.22879
H -8.28332 14.61691 -9.99702
H -8.06271 12.81608 -12.29413
H -8.86600 11.97111 -11.02082
H -7.37169 11.30174 -11.65057
C -7.32464 20.53014 -15.79004
C -8.34751 19.45617 -16.12658
N -8.26767 18.34304 -15.16707
C -8.84132 18.35609 -13.91794
C -8.72227 17.10430 -13.41231
N -7.97773 16.38460 -14.32012
C -7.74873 17.14009 -15.38780
C -7.59746 14.96658 -14.15967
H -7.47843 20.95755 -14.80010
H -7.34239 21.33763 -16.51904
H -6.32602 20.09235 -15.83951
H -8.09413 19.03158 -17.09714
H -9.36173 19.84323 -16.15712
H -9.33785 19.24038 -13.55805
H -9.10555 16.64638 -12.51696
H -7.20430 16.90285 -16.28706
H -7.00019 14.82988 -13.26226
H -7.00647 14.65925 -15.01544
H -8.54881 14.44581 -14.07257
C -17.45965 14.92675 -17.76751
C -17.05710 14.22758 -16.48139
N -15.64227 13.83731 -16.51642
C -15.10270 12.92338 -17.38409
C -13.78233 12.85766 -17.10702
N -13.55074 13.71912 -16.06079
C -14.68460 14.31601 -15.73827
C -12.23009 14.00616 -15.48726
H -16.79904 15.76028 -18.00952
H -18.49053 15.27279 -17.72305
H -17.43587 14.26144 -18.63577
H -17.66398 13.34123 -16.30874
H -17.22076 14.87125 -15.62357
H -15.71705 12.44711 -18.12689
H -13.00081 12.32541 -17.61843
H -14.90413 15.02468 -14.95940
H -11.94453 15.01215 -15.78159
H -11.54509 13.23651 -15.82457
H -12.31023 13.92972 -14.40282
C -10.63448 9.52763 -8.03391
C -11.99732 10.13103 -7.73666
N -11.99919 10.98338 -6.53971
C -12.17109 10.50123 -5.26325
C -12.03857 11.54187 -4.41051
N -11.74849 12.64107 -5.18049
C -11.78850 12.28756 -6.46451
C -11.41796 13.96462 -4.67571
H -10.34583 8.77557 -7.29875
H -9.86785 10.30365 -8.03061
H -10.67533 9.03248 -9.00205
H -12.75012 9.36101 -7.58757
H -12.31067 10.76294 -8.56719
H -12.34510 9.45512 -5.08322
H -12.10670 11.54591 -3.33732
H -11.52854 12.99151 -7.23577
H -11.31344 14.68213 -5.48473
H -10.44995 13.90717 -4.17449
H -12.15401 14.32098 -3.96125
B -14.96226 13.35524 -8.02917
F -15.23333 13.29326 -6.70244
F -15.91401 12.73485 -8.84460
F -14.87332 14.67163 -8.53299
F -13.68968 12.77357 -8.34706
B -16.04471 12.92510 -12.82265
F -14.75394 13.55071 -12.81456
F -17.00841 13.60848 -13.52663
F -15.99209 11.60411 -13.21856
F -16.35449 12.95200 -11.42433
B -11.46913 13.58744 -10.80119
F -11.29999 12.30215 -10.26888
F -12.42765 13.47980 -11.84216
F -12.05411 14.47726 -9.90055
F -10.21395 14.05268 -11.24501
*
```

=====

# 3
Formula: C3H10NO4
Source: the Open Molecules 2025 dataset
Level of theory: ωB97M-V/def2-TZVPD

Values from the calculation:
- ΔE to the lowest compared entry with this formula, charge and spin (eV) = 2.3337
- E (Eh) = -476.04995

```
! RIJCOSX wB97M-V def2-TZVPD def2/J DEFGRID3
* xyz -1 1
C 0.31848 2.27730 -0.87873
C -0.26554 1.38571 0.37332
C 0.13160 -0.04739 -0.01821
O 1.15318 -0.28068 -0.67836
O -0.79826 -0.84385 0.26926
N -0.34610 1.86790 -2.18631
H -0.06865 3.15052 -0.72113
H 1.38124 2.09969 -1.20336
H 0.17425 1.62608 1.39672
H -1.31160 1.40560 0.43108
H -1.34705 2.07613 -2.06383
H -0.18102 0.92318 -2.40820
H -0.84379 -1.89655 1.53813
H 0.23723 -2.30772 2.69016
O -0.63417 -2.28890 2.48462
H 0.17492 -2.84493 0.50175
H 1.41366 -2.81758 -0.00178
O 0.81163 -3.48451 0.47488
*
```

=====

# 4
Formula: C48H46BrF12N5O3SnTe
Source: the Open Molecules 2025 dataset
Level of theory: ωB97M-V/def2-TZVPD

Values from the calculation:
- ΔE to the lowest compared entry with this formula, charge and spin (eV) = 0.0000
- E (Eh) = -6610.95203

```
! RIJCOSX wB97M-V def2-TZVPD def2/J DEFGRID3
* xyz 0 1
Sn 11.88455 9.46120 18.43763
C 10.94432 3.21686 20.91044
C 11.50789 4.58850 20.64355
C 11.52639 5.61688 21.61936
C 12.13932 6.84839 21.36507
C 12.60756 7.17391 20.05284
N 13.09319 8.43904 19.80255
C 13.83414 9.16829 20.80909
C 14.42539 8.35992 21.78581
C 15.13661 8.88976 22.85809
C 15.22234 10.23511 22.93656
C 16.01386 10.83862 24.12186
C 14.56381 11.08085 22.01161
C 13.91479 10.61170 20.92283
C 13.50116 11.61717 19.80507
O 12.42320 11.28216 19.01434
C 14.75356 11.81601 18.89532
F 14.44244 12.46406 17.78382
F 15.70118 12.54141 19.51409
F 15.32615 10.62942 18.56240
C 13.02371 12.97077 20.40410
F 12.06578 12.64195 21.29385
F 12.53293 13.81696 19.50497
F 13.86641 13.72974 21.09349
C 12.52198 6.17272 19.09901
C 12.05911 4.92808 19.42268
C 12.71609 6.63221 17.63283
O 12.06851 7.82235 17.38832
C 12.08128 5.68091 16.61590
F 11.87821 6.21788 15.41750
F 12.77238 4.53800 16.50689
F 10.88051 5.34402 17.03486
C 14.27355 6.73808 17.18077
F 14.32574 6.87615 15.86866
F 14.87050 7.84122 17.77321
F 15.05307 5.72533 17.43245
H 10.33378 3.16336 21.86070
H 11.83598 2.57672 21.09110
H 10.30305 2.85922 20.11887
H 11.33735 5.48601 22.69444
H 12.27349 7.59181 22.12584
H 14.29369 7.30301 21.72499
H 15.74525 8.29450 23.44365
H 16.42515 10.03276 24.70450
H 15.39316 11.48306 24.70574
H 16.89013 11.45225 23.80381
H 14.73516 12.18363 22.18548
H 12.01309 4.14277 18.71825
C 9.40085 7.56632 11.58231
C 9.99629 9.01230 11.74668
C 9.04597 9.98373 11.04802
C 11.34667 8.92608 10.95654
C 10.13346 9.32564 13.19685
C 11.43254 9.60752 13.76197
C 11.52733 9.95675 15.06109
Br 13.20044 10.55056 15.67392
C 10.43209 9.95294 15.88827
O 10.58516 10.26551 17.19843
C 9.12427 9.64439 15.39056
C 9.01389 9.51622 14.00858
C 7.93633 9.40384 16.26870
C 7.50132 10.68178 16.93801
C 8.27012 8.25280 17.21376
C 6.69509 8.93241 15.49265
H 9.41731 7.33038 10.53908
H 8.39507 7.37563 11.99546
H 10.08526 6.92003 12.08999
H 8.80423 9.70602 10.02504
H 9.34421 11.00269 11.04624
H 8.03052 9.90673 11.43104
H 11.14659 8.42400 10.00232
H 12.04057 8.29823 11.54108
H 11.68426 9.96067 10.87952
H 12.30698 9.56490 13.08715
H 8.07168 9.48107 13.55961
H 8.25096 10.82172 17.78500
H 6.49826 10.65865 17.37626
H 7.52360 11.55949 16.28167
H 9.18125 8.55144 17.70857
H 8.50402 7.38074 16.63994
H 7.47175 8.15265 17.97164
H 6.19113 9.77787 15.08013
H 6.00808 8.47118 16.22049
H 6.88711 8.25296 14.65784
N 8.75241 6.42652 20.64735
C 7.93753 7.40226 20.99414
N 6.71590 7.05262 21.32229
N 8.21364 8.75457 20.90356
C 9.36984 8.99706 20.40566
N 10.41423 9.17302 19.96914
H 8.37592 5.51289 20.52026
H 9.71796 6.55637 20.45772
H 6.44342 6.06829 21.37575
H 5.97778 7.76314 21.36168
Te 9.35046 14.17368 19.62960
C 9.20480 14.44829 17.50213
C 9.62786 13.49250 16.59752
C 9.16382 13.55931 15.29359
C 8.20960 14.56466 14.94227
C 7.78048 15.50547 15.87049
C 8.28896 15.45901 17.17796
C 7.22911 14.05210 19.65575
C 6.61839 12.84591 19.47595
C 5.23285 12.73601 19.30996
C 4.40846 13.85447 19.42278
C 5.04927 15.07881 19.77446
C 6.40504 15.14482 19.86887
H 10.32489 12.72493 16.92101
H 9.55858 12.90064 14.47595
H 7.80678 14.64497 13.94027
H 7.05266 16.24101 15.55414
H 8.05460 16.26123 17.87455
H 7.11671 11.90409 19.34353
H 4.76164 11.77489 19.07276
H 3.32168 13.81618 19.23222
H 4.51619 15.97231 19.97325
H 6.79777 16.05542 20.18863
*
```

=====

Number 1: frontier orbital gap 7.4 eV, HOMO energy -0.18546 Eh. Number 2: frontier orbital gap 9.8 eV, HOMO energy -0.59896 Eh. Number 3: frontier orbital gap 9.0 eV, HOMO energy -0.18644 Eh. Number 4: frontier orbital gap 7.0 eV, HOMO energy -0.27224 Eh.